{
  "formula": "C17H14CdF4N3O4",
  "method": "ωB97M-V/def2-TZVPD",
  "relative_energy_kcal_mol": 0.0,
  "total_charge": -1,
  "total_energy_ha": -1688.75905,
  "elements": ["Cd", "C", "N", "C", "C", "C", "N", "C", "C", "F", "C", "F", "C", "C", "F", "C", "F", "H", "H", "H", "H", "H", "H", "H", "H", "H", "H", "H", "O", "C", "O", "C", "C", "C", "N", "C", "C", "C", "O", "O", "H", "H", "H"],
  "positions_angstrom": [[-0.140, -0.002, -0.898], [2.701, 1.335, -1.800], [1.628, 1.653, -0.865], [1.107, 2.997, -1.101], [2.052, 1.465, 0.523], [2.361, 0.001, 0.887], [1.471, -0.929, 0.214], [1.748, -2.252, 0.239], [1.084, -3.112, -0.661], [0.185, -2.564, -1.518], [1.301, -4.466, -0.721], [0.618, -5.180, -1.632], [2.206, -5.097, 0.112], [2.861, -4.286, 1.013], [3.742, -4.829, 1.874], [2.644, -2.925, 1.094], [3.297, -2.251, 2.070], [3.542, 2.035, -1.687], [2.329, 1.398, -2.822], [3.053, 0.320, -1.620], [1.889, 3.760, -0.992], [0.307, 3.209, -0.391], [0.688, 3.050, -2.106], [1.250, 1.845, 1.160], [2.945, 2.073, 0.734], [2.275, -0.056, 1.977], [3.409, -0.219, 0.657], [2.382, -6.161, 0.065], [-5.949, 1.878, 2.916], [-5.796, 2.028, 1.687], [-6.540, 2.534, 0.829], [-4.448, 1.498, 1.143], [-3.525, 0.910, 2.000], [-2.324, 0.462, 1.495], [-2.012, 0.570, 0.199], [-2.895, 1.127, -0.647], [-4.118, 1.598, -0.204], [-2.502, 1.240, -2.128], [-3.304, 1.731, -2.895], [-1.354, 0.734, -2.478], [-3.779, 0.827, 3.048], [-1.573, 0.000, 2.126], [-4.815, 2.048, -0.896]],
  "forces_ev_per_angstrom": [[0.14, -0.12, 0.07], [-0.04, 0.01, -0.01], [-0.08, -0.04, 0.03], [-0.01, -0.02, 0.02], [0.01, -0.04, -0.02], [-0.03, 0.06, 0.05], [-0.01, 0.06, -0.04], [-0.13, 0.25, 0.01], [-0.02, -0.11, 0.00], [-0.02, 0.02, -0.02], [-0.06, 0.06, -0.06], [0.02, -0.04, 0.02], [0.00, -0.02, -0.01], [0.03, 0.04, 0.04], [0.00, -0.04, 0.00], [0.07, -0.04, 0.02], [0.02, -0.02, 0.01], [0.02, -0.02, 0.01], [-0.01, 0.02, 0.01], [0.01, 0.00, -0.01], [0.00, 0.00, 0.00], [-0.01, 0.01, 0.00], [0.01, 0.00, -0.01], [-0.07, -0.05, -0.03], [0.00, 0.00, 0.06], [0.07, -0.02, 0.00], [0.01, 0.01, -0.10], [0.00, 0.01, 0.00], [0.05, -0.01, -0.08], [-0.23, 0.08, 0.08], [0.08, -0.04, 0.06], [0.08, -0.03, -0.09], [-0.01, 0.00, 0.04], [0.02, -0.01, -0.03], [-0.03, 0.10, -0.12], [0.13, 0.11, 0.02], [0.00, 0.01, 0.02], [-0.02, -0.58, -0.06], [0.03, 0.22, -0.03], [-0.02, 0.17, 0.16], [0.00, 0.00, 0.00], [-0.01, -0.01, 0.02], [-0.01, 0.00, 0.00]]
}

=====

{
  "formula": "C17H14Cl56N4O5P3",
  "method": "ωB97M-V/def2-TZVPD",
  "total_charge": 1,
  "total_energy_ha": -28045.88309,
  "elements": ["C", "O", "C", "N", "C", "N", "N", "P", "P", "O", "O", "O", "P", "N", "O", "H", "H", "H", "H", "H", "H", "H", "H", "H", "H", "H", "H", "H", "H", "C", "Cl", "Cl", "Cl", "Cl", "C", "Cl", "Cl", "Cl", "Cl", "C", "Cl", "Cl", "Cl", "Cl", "C", "Cl", "Cl", "Cl", "Cl", "C", "Cl", "Cl", "Cl", "Cl", "C", "Cl", "Cl", "Cl", "Cl", "C", "Cl", "Cl", "Cl", "Cl", "C", "Cl", "Cl", "Cl", "Cl", "C", "Cl", "Cl", "Cl", "Cl", "C", "Cl", "Cl", "Cl", "Cl", "C", "Cl", "Cl", "Cl", "Cl", "C", "Cl", "Cl", "Cl", "Cl", "C", "Cl", "Cl", "Cl", "Cl", "C", "Cl", "Cl", "Cl", "Cl"],
  "positions_angstrom": [[6.103, -2.878, 1.614], [5.045, -3.723, 1.158], [3.851, -3.435, 1.760], [2.857, -3.202, 0.717], [1.756, -2.592, 0.874], [0.951, -2.496, -0.177], [1.469, -2.130, 2.134], [0.985, -0.401, 2.139], [2.713, 0.880, 1.808], [2.806, 1.780, 2.907], [2.489, 1.659, 0.476], [4.066, 0.075, 1.617], [0.096, -3.105, 2.814], [0.464, -3.175, 4.431], [-1.146, -2.085, 2.855], [6.232, -2.961, 2.675], [7.004, -3.153, 1.125], [5.879, -1.877, 1.307], [3.930, -2.598, 2.412], [3.515, -4.258, 2.361], [3.082, -3.588, -0.193], [0.052, -2.154, 0.085], [1.335, -1.944, -0.928], [0.714, -0.167, 3.493], [2.602, 1.086, -0.291], [4.680, 0.345, 2.306], [-0.217, -2.696, 5.000], [0.497, -4.139, 4.718], [-1.775, -2.313, 2.167], [4.446, 3.451, -3.040], [3.010, 4.447, -3.264], [5.093, 3.706, -1.413], [4.014, 1.741, -3.243], [5.665, 3.887, -4.234], [-2.867, -2.376, -1.878], [-4.353, -1.513, -2.226], [-2.293, -1.955, -0.238], [-3.150, -4.106, -1.970], [-1.621, -1.898, -3.034], [-6.409, -0.167, 1.788], [-6.598, 1.577, 1.867], [-6.660, -0.880, 3.380], [-7.592, -0.853, 0.677], [-4.763, -0.500, 1.188], [-7.523, 5.361, 2.920], [-7.735, 7.096, 2.690], [-9.044, 4.530, 2.580], [-6.268, 4.780, 1.823], [-7.035, 5.039, 4.584], [-4.683, -1.255, -6.846], [-3.373, -0.231, -7.433], [-4.596, -2.834, -7.627], [-4.523, -1.450, -5.093], [-6.242, -0.508, -7.208], [-2.641, 0.429, 5.271], [-3.637, 1.250, 6.467], [-2.163, -1.154, 5.911], [-3.565, 0.215, 3.780], [-1.195, 1.392, 4.942], [-2.350, 6.392, 1.247], [-3.965, 6.800, 1.846], [-1.272, 7.758, 1.533], [-1.733, 4.943, 2.080], [-2.446, 6.057, -0.485], [-10.650, -0.787, 4.034], [-9.324, -1.311, 5.073], [-12.133, -0.674, 4.978], [-10.255, 0.794, 3.352], [-10.866, -1.954, 2.728], [10.450, -2.809, 2.186], [9.439, -1.998, 3.392], [10.977, -4.367, 2.812], [9.507, -3.054, 0.707], [11.852, -1.810, 1.827], [-3.981, 4.013, -8.033], [-3.832, 4.466, -9.729], [-2.371, 3.690, -7.372], [-4.733, 5.329, -7.131], [-4.968, 2.559, -7.889], [2.486, -5.072, -3.690], [0.962, -4.270, -4.057], [2.973, -4.630, -2.026], [2.292, -6.812, -3.784], [3.726, -4.546, -4.815], [14.688, -6.384, 4.233], [14.795, -4.670, 4.640], [12.993, -6.818, 3.982], [15.597, -6.698, 2.756], [15.349, -7.347, 5.551], [-8.193, 3.647, -10.879], [-9.881, 3.833, -10.397], [-7.329, 5.151, -10.567], [-7.461, 2.334, -9.949], [-8.110, 3.264, -12.599], [2.735, 6.676, 1.976], [2.517, 8.417, 1.774], [1.205, 5.860, 1.626], [4.023, 6.137, 0.879], [3.201, 6.324, 3.639]],
  "forces_ev_per_angstrom": [[-0.55, -0.07, -0.51], [0.55, -0.36, -0.37], [0.15, -0.30, 0.15], [1.95, -0.66, -0.14], [0.09, 0.16, 0.77], [-0.67, 0.92, -0.81], [-1.25, 0.84, 1.25], [-1.06, 0.14, -1.40], [0.61, -0.73, 0.33], [-0.22, 1.99, 2.54], [-0.32, -0.41, -1.07], [0.09, -1.00, -0.80], [0.68, -2.02, -0.49], [-0.14, 0.22, -0.02], [0.07, 0.61, 0.20], [0.08, 0.00, 0.67], [0.53, -0.53, -0.33], [-0.10, 0.84, 0.09], [-0.21, 0.96, 0.35], [-0.28, -0.70, 0.27], [-0.05, 0.07, 0.27], [-0.72, 0.38, -0.18], [-0.03, -0.40, -0.70], [0.64, -0.29, 0.20], [0.04, 0.29, -0.55], [0.26, 0.10, 0.23], [-0.02, 0.40, 0.35], [0.25, -0.23, 0.19], [-0.42, 0.05, -0.11], [0.07, 0.23, 0.06], [-0.01, -0.04, 0.03], [-0.04, -0.12, -0.08], [-0.02, -0.11, 0.04], [-0.02, -0.05, 0.01], [-0.10, -0.16, -0.29], [0.08, 0.03, 0.69], [-0.08, 0.19, 0.03], [0.07, -0.02, 0.04], [0.09, 0.01, 0.03], [-0.12, 0.06, 0.00], [-0.07, 0.04, 0.07], [0.19, 0.02, -0.25], [0.04, -0.02, -0.13], [-0.37, -0.21, -0.21], [-0.06, -0.03, 0.03], [0.01, 0.04, -0.01], [-0.02, -0.02, -0.01], [-0.37, -0.25, -0.05], [0.02, -0.02, 0.04], [0.08, -0.02, -0.08], [0.10, -0.22, 0.03], [-0.01, -0.03, 0.01], [-0.11, 0.03, -0.54], [-0.02, 0.01, 0.00], [-0.14, 0.17, -0.04], [0.01, 0.01, 0.01], [-0.05, -0.05, 0.10], [0.52, 0.07, 0.39], [0.05, 0.01, 0.00], [-0.09, 0.21, 0.06], [0.55, 0.11, -0.02], [-0.33, 0.13, -0.03], [-0.33, 0.12, -0.02], [0.04, -0.02, 0.00], [-0.01, 0.04, -0.05], [-0.21, -0.12, 0.31], [-0.01, 0.01, 0.01], [0.04, 0.06, -0.04], [0.00, -0.03, -0.04], [0.06, -0.03, 0.05], [-0.06, 0.03, 0.03], [0.01, 0.03, 0.00], [0.16, 0.00, -0.13], [0.01, 0.03, -0.01], [-0.04, 0.00, -0.02], [0.03, -0.01, -0.04], [0.06, -0.01, 0.04], [-0.01, 0.02, 0.01], [0.08, 0.27, 0.15], [-0.07, -0.01, -0.23], [-0.08, 0.03, 0.02], [0.17, -0.37, -0.32], [-0.01, -0.01, 0.07], [0.04, 0.05, 0.04], [0.06, 0.04, 0.00], [-0.01, 0.05, 0.00], [-0.07, -0.12, 0.02], [0.01, -0.01, -0.04], [0.00, -0.02, 0.03], [-0.10, -0.05, -0.02], [-0.05, 0.00, 0.01], [0.04, 0.04, 0.04], [-0.13, 0.01, -0.16], [0.01, -0.01, -0.04], [0.04, 0.00, -0.01], [-0.03, 0.06, 0.01], [0.77, -0.25, -0.06], [-0.23, -0.05, 0.05], [0.03, 0.00, 0.02]]
}

=====

{
  "formula": "C17H14ClF3N2O3",
  "method": "ωB97M-V/def2-TZVPD",
  "relative_energy_kcal_mol": 0.0,
  "total_energy_ha": -1751.32228,
  "smiles": "C[C@@H](OC(=O)Cc1cccc(C(F)(F)F)c1)C(=O)Nc1ccc(Cl)cn1",
  "elements": ["C", "C", "H", "C", "O", "N", "C", "N", "C", "C", "C", "C", "H", "H", "Cl", "H", "H", "O", "C", "O", "C", "C", "C", "C", "C", "C", "C", "H", "H", "H", "C", "F", "F", "F", "H", "H", "H", "H", "H", "H"],
  "positions_angstrom": [[0.938, 4.367, -0.233], [0.926, 2.930, -0.735], [1.364, 2.874, -1.740], [-0.512, 2.382, -0.811], [-1.480, 3.098, -0.824], [-0.534, 1.023, -0.920], [-1.631, 0.173, -0.937], [-1.299, -1.108, -1.058], [-2.255, -2.017, -1.093], [-3.597, -1.683, -0.996], [-3.951, -0.345, -0.860], [-2.953, 0.609, -0.833], [-3.174, 1.658, -0.734], [-4.988, -0.060, -0.780], [-4.807, -2.911, -1.041], [-1.934, -3.042, -1.210], [0.345, 0.521, -0.977], [1.761, 2.065, 0.050], [1.355, 1.771, 1.291], [0.358, 2.196, 1.804], [2.282, 0.743, 1.916], [1.673, -0.590, 1.568], [1.881, -1.134, 0.308], [1.260, -2.323, -0.045], [0.445, -2.993, 0.855], [0.235, -2.444, 2.108], [0.835, -1.248, 2.459], [0.652, -0.819, 3.433], [-0.406, -2.951, 2.812], [-0.023, -3.922, 0.574], [1.506, -2.876, -1.420], [1.529, -1.914, -2.358], [2.701, -3.500, -1.506], [0.591, -3.772, -1.805], [2.525, -0.632, -0.400], [3.279, 0.843, 1.489], [2.306, 0.890, 2.994], [0.337, 4.976, -0.901], [1.956, 4.747, -0.207], [0.503, 4.415, 0.761]],
  "forces_ev_per_angstrom": [[0.00, -0.31, -0.01], [-0.34, 0.58, 0.01], [-0.09, -0.03, 0.18], [0.52, -0.23, -0.05], [-0.24, 0.23, -0.02], [0.27, -0.12, -0.11], [-0.45, -0.23, -0.02], [0.17, 0.36, -0.13], [-0.38, 0.00, 0.01], [0.15, 0.28, 0.03], [0.25, -0.29, -0.04], [0.02, 0.05, 0.03], [-0.01, 0.02, 0.00], [-0.09, 0.01, 0.01], [-0.13, -0.18, -0.01], [-0.08, -0.17, 0.00], [-0.11, 0.14, 0.06], [0.30, 0.00, -0.39], [0.26, -0.13, 0.62], [-0.09, 0.10, -0.03], [-0.23, 0.20, -0.12], [0.09, -0.22, -0.04], [-0.04, -0.26, 0.09], [0.05, -0.07, 0.05], [0.21, 0.07, -0.13], [-0.02, -0.04, 0.00], [0.03, 0.02, -0.04], [-0.02, 0.06, 0.11], [-0.07, -0.04, 0.08], [-0.06, -0.09, -0.03], [0.24, -0.01, -0.22], [-0.01, 0.21, 0.01], [0.09, -0.01, 0.16], [-0.30, -0.13, 0.12], [0.07, 0.06, -0.07], [0.01, -0.02, 0.08], [0.00, 0.05, -0.06], [-0.01, 0.07, -0.04], [0.08, 0.01, -0.04], [-0.02, 0.05, -0.01]]
}

=====

{
  "formula": "C17H14ClN3O4S",
  "method": "ωB97M-V/def2-TZVPD",
  "relative_energy_kcal_mol": 0.0,
  "total_energy_ha": -1979.84383,
  "elements": ["C", "C", "O", "C", "C", "N", "S", "C", "N", "N", "C", "O", "C", "C", "C", "C", "O", "C", "O", "C", "C", "C", "C", "C", "C", "H", "H", "H", "H", "Cl", "H", "H", "H", "H", "H", "H", "H", "H", "H", "H"],
  "positions_angstrom": [[2.303, 3.799, -3.996], [1.035, 3.214, -4.548], [0.941, 2.750, -5.653], [-0.162, 3.268, -3.601], [0.204, 2.985, -2.189], [0.578, 3.926, -1.366], [0.940, 3.301, 0.109], [0.547, 1.710, -0.484], [0.173, 1.712, -1.725], [0.635, 0.617, 0.320], [1.017, 0.782, 1.625], [1.302, 1.884, 2.065], [1.033, -0.442, 2.414], [1.304, -0.660, 3.743], [1.111, -2.039, 3.962], [0.742, -2.569, 2.754], [0.697, -1.611, 1.819], [0.375, -3.957, 2.316], [-0.320, -3.930, 1.090], [-1.464, -3.173, 1.040], [-1.636, -2.320, -0.053], [-2.782, -1.558, -0.192], [-3.772, -1.630, 0.773], [-3.609, -2.461, 1.867], [-2.464, -3.225, 2.004], [-2.350, -3.873, 2.859], [-4.377, -2.518, 2.624], [-4.664, -1.033, 0.670], [-2.883, -0.904, -1.043], [-0.371, -2.199, -1.229], [1.275, -4.547, 2.113], [-0.192, -4.458, 3.111], [1.229, -2.568, 4.885], [1.596, 0.082, 4.456], [0.401, -0.293, -0.071], [-0.565, 4.281, -3.666], [-0.910, 2.552, -3.941], [2.091, 4.672, -3.385], [2.773, 3.051, -3.357], [2.988, 4.044, -4.804]],
  "forces_ev_per_angstrom": [[0.21, 0.05, -0.31], [-0.07, 0.11, 0.30], [-0.02, -0.07, -0.21], [-0.17, -0.14, -0.26], [0.08, 0.58, 0.52], [-0.13, 0.49, -0.41], [-0.20, -0.28, -0.59], [0.27, 1.11, 0.35], [-0.07, -0.95, 0.04], [-0.07, -0.42, -0.03], [-0.10, -0.19, -0.19], [0.03, -0.42, 0.29], [0.35, 0.10, 1.31], [-0.10, 0.38, -0.91], [-0.20, -0.39, -0.56], [0.03, -0.13, 0.73], [0.06, -0.03, -0.32], [0.23, 0.02, 0.06], [-0.32, 0.03, -0.15], [-0.17, 0.14, -0.13], [0.06, -0.23, 0.15], [0.08, -0.05, 0.03], [-0.05, 0.01, 0.03], [-0.02, 0.06, -0.01], [0.26, -0.14, -0.07], [0.03, -0.08, 0.07], [-0.07, -0.01, 0.07], [-0.08, 0.06, -0.02], [0.02, 0.05, -0.10], [-0.01, -0.04, -0.17], [-0.16, 0.06, 0.07], [0.11, 0.08, -0.10], [-0.02, -0.17, 0.19], [0.05, 0.22, 0.11], [0.06, 0.12, 0.11], [-0.01, -0.01, 0.00], [0.04, 0.10, -0.05], [0.04, 0.04, 0.09], [0.05, -0.03, 0.13], [-0.01, -0.03, -0.05]]
}

=====

{
  "formula": "C17H14FN3O2",
  "method": "ωB97M-V/def2-TZVPD",
  "relative_energy_kcal_mol": 0.0,
  "total_energy_ha": -1070.91048,
  "smiles": "O=C(CCc1nc2ccccc2c(=O)[nH]1)Nc1ccc(F)cc1",
  "elements": ["O", "C", "N", "C", "C", "C", "C", "C", "C", "H", "H", "F", "H", "H", "H", "C", "H", "H", "C", "C", "N", "C", "C", "C", "C", "C", "C", "C", "O", "N", "H", "H", "H", "H", "H", "H", "H"],
  "positions_angstrom": [[2.536, 1.428, -1.434], [1.830, 0.454, -1.590], [2.212, -0.748, -1.078], [1.550, -1.983, -1.011], [2.268, -3.144, -1.287], [1.660, -4.382, -1.207], [0.327, -4.447, -0.842], [-0.400, -3.310, -0.538], [0.217, -2.076, -0.616], [-0.316, -1.177, -0.343], [-1.431, -3.399, -0.232], [-0.274, -5.653, -0.766], [2.203, -5.288, -1.422], [3.309, -3.074, -1.568], [3.147, -0.733, -0.687], [0.580, 0.500, -2.452], [0.918, 0.465, -3.492], [-0.071, -0.349, -2.272], [-0.150, 1.819, -2.213], [-0.590, 1.969, -0.788], [-0.463, 1.006, 0.047], [-0.847, 1.210, 1.352], [-0.672, 0.179, 2.281], [-1.052, 0.360, 3.592], [-1.614, 1.564, 4.013], [-1.789, 2.592, 3.114], [-1.408, 2.426, 1.782], [-1.575, 3.512, 0.821], [-2.049, 4.606, 1.037], [-1.119, 3.182, -0.452], [-1.185, 3.914, -1.150], [-2.216, 3.538, 3.409], [-1.908, 1.688, 5.044], [-0.911, -0.440, 4.304], [-0.230, -0.749, 1.954], [0.531, 2.643, -2.443], [-1.020, 1.898, -2.872]],
  "forces_ev_per_angstrom": [[0.06, 0.38, -0.05], [-0.15, -0.30, -0.20], [0.68, -0.02, 0.25], [-0.33, -0.40, -0.03], [-0.16, 0.20, 0.01], [-0.23, -0.13, 0.12], [0.07, 0.14, 0.01], [0.06, -0.31, -0.10], [0.19, -0.08, 0.02], [0.00, 0.01, -0.03], [-0.11, -0.03, 0.03], [0.03, 0.05, -0.01], [0.04, -0.10, -0.02], [0.10, 0.02, -0.07], [-0.16, 0.15, -0.05], [-0.06, 0.35, 0.16], [-0.01, -0.05, 0.04], [0.01, 0.01, -0.09], [0.18, -0.15, -0.10], [-0.05, -0.02, 0.00], [0.24, -0.17, -0.52], [-0.30, 0.47, 0.47], [-0.03, 0.06, 0.04], [0.04, -0.07, -0.08], [-0.06, 0.14, 0.04], [0.00, 0.03, -0.06], [0.12, -0.41, 0.13], [-0.04, 0.12, -0.16], [-0.04, 0.09, 0.10], [-0.01, 0.14, -0.06], [0.00, -0.10, 0.14], [-0.04, 0.07, 0.04], [-0.02, 0.02, 0.08], [0.02, -0.07, 0.05], [0.05, -0.09, -0.05], [-0.08, 0.00, -0.03], [0.02, 0.04, 0.01]]
}